{"formula": "C74H169N7O24", "method": "ωB97M-V with the def2-TZVPD basis set", "spin_multiplicity": 1, "total_charge": 0, "gap_ev": 8.811, "homo_energy_ha": -0.30021, "elements": ["C", "C", "C", "H", "C", "H", "H", "H", "O", "C", "C", "H", "H", "H", "H", "C", "C", "C", "C", "H", "O", "H", "H", "H", "H", "H", "H", "C", "C", "C", "C", "C", "H", "C", "H", "H", "H", "O", "H", "H", "C", "H", "O", "H", "H", "C", "H", "H", "H", "H", "H", "H", "H", "C", "N", "H", "C", "H", "C", "H", "H", "H", "H", "H", "H", "H", "H", "H", "C", "H", "H", "C", "H", "H", "C", "C", "C", "O", "H", "H", "H", "H", "H", "H", "H", "O", "C", "H", "H", "O", "H", "H", "H", "H", "H", "H", "N", "C", "H", "O", "H", "H", "H", "C", "H", "H", "H", "H", "H", "H", "C", "C", "H", "C", "H", "H", "C", "H", "H", "N", "H", "C", "C", "H", "H", "H", "H", "H", "C", "H", "C", "H", "C", "H", "O", "C", "C", "H", "C", "H", "C", "C", "H", "O", "H", "H", "H", "C", "H", "H", "H", "C", "H", "H", "C", "C", "H", "H", "C", "H", "H", "C", "H", "H", "H", "C", "H", "H", "H", "H", "H", "C", "C", "O", "H", "H", "C", "O", "H", "H", "N", "H", "C", "H", "H", "O", "H", "C", "H", "N", "H", "H", "H", "H", "O", "H", "H", "O", "O", "H", "H", "H", "C", "H", "H", "H", "H", "H", "C", "H", "O", "H", "C", "H", "H", "C", "N", "H", "H", "C", "O", "H", "H", "O", "H", "H", "C", "H", "H", "H", "H", "H", "O", "N", "H", "H", "H", "C", "H", "H", "O", "H", "H", "H", "C", "O", "C", "H", "O", "H", "H", "H", "C", "H", "C", "C", "H", "H", "C", "H", "H", "C", "C", "H", "C", "H", "C", "H", "C", "H", "H", "C", "H", "O"], "xyz": [[1.4728, -4.7665, 1.6872], [2.2143, 5.9635, -1.5775], [-6.2239, 2.3330, -1.9329], [-0.2846, 5.7076, 1.1671], [-1.6449, 0.3247, 8.1005], [5.1727, -3.0410, 0.5309], [0.0556, 4.2148, -5.1268], [-1.4599, 1.1448, -6.7528], [-0.6014, -0.4835, -0.3257], [-3.9982, 3.0347, 5.8618], [0.0955, 3.7493, 6.8586], [3.9046, 5.1815, 1.3875], [-5.4684, -1.7148, 0.8558], [-2.1878, 3.7329, 5.2189], [-6.0743, 1.4489, -2.5679], [2.4524, 1.6983, -5.8311], [-2.0594, 0.7060, 6.6789], [1.9417, 1.3866, -3.4295], [-1.1194, 3.3731, -2.6539], [4.3851, 2.7247, -6.0060], [-3.3689, -6.2969, -3.1004], [5.9038, -0.5160, 2.4345], [0.6017, 0.1142, -10.7374], [-5.4866, -6.6838, -1.1960], [7.5954, -0.8053, 4.1724], [-3.0578, -0.6827, 2.4038], [1.2864, 6.3327, -1.9191], [-3.7156, 5.7565, -4.5428], [-3.2480, 1.6672, -4.9312], [5.3151, -0.9938, -2.2337], [-4.9195, -1.6127, -0.0904], [6.0479, -4.8708, 1.3316], [1.3708, 4.4136, -6.3906], [-5.8829, -6.9055, -2.1479], [0.7453, -1.9027, -1.1278], [0.0733, 2.5470, 2.4161], [-1.8035, 1.3933, -3.0672], [5.2259, 0.3443, -2.1293], [7.7257, 2.4430, -1.2125], [-1.2982, 1.6052, 3.0348], [-2.3789, -4.1105, 4.5267], [-4.7395, -1.8332, 3.6752], [-3.6379, 5.7919, -3.0945], [2.7942, 7.8972, -1.1844], [-6.9456, -6.8460, -2.2145], [-1.1306, 5.4811, 0.5649], [0.1963, 1.5755, 6.7740], [4.6267, -3.4809, -1.7173], [0.3781, 0.9364, 3.0945], [-4.9628, -2.5800, -0.6673], [3.8305, -4.2761, 6.2280], [4.0588, -2.9887, -3.3574], [-2.5259, -1.3345, -7.9632], [-2.4665, -6.5932, 0.0122], [-1.3880, 0.2952, -8.7889], [7.2551, 0.9149, -0.3281], [2.0572, 3.5960, -4.4418], [-2.0663, 3.7359, -2.2080], [-2.2831, -0.8475, -8.9419], [-3.6263, 6.8083, -4.9862], [-0.8023, -3.2878, -2.3107], [-6.1871, 1.8346, -5.6589], [-4.2913, -1.4760, -3.1493], [6.4261, -2.1584, 4.6331], [1.3711, -1.2450, -9.8565], [8.0199, -1.7955, 2.1306], [-0.7070, 4.5353, 6.5954], [1.3671, 5.5276, -5.1995], [-0.2014, -0.1155, 0.9290], [-7.1934, 1.4270, -0.2127], [-6.6440, -0.5914, -0.8578], [1.3945, -3.2783, 7.7146], [2.0477, 0.2517, 5.1598], [-3.9222, 0.4705, -9.0317], [-3.4689, -5.6641, 0.6615], [1.1399, 4.4373, -5.3582], [-2.7639, -5.5554, 4.4158], [3.9607, 3.2461, 2.9749], [1.9375, 0.8077, -6.1851], [-5.9053, -3.6055, -4.6232], [-2.7849, -4.2510, 7.0916], [-4.4725, -1.1576, -9.4586], [3.4654, -0.4643, 1.9900], [6.0006, -3.3022, 7.0165], [1.4355, 1.9449, -2.6325], [-4.1086, -4.1962, -3.7523], [3.9682, 1.7325, -5.9084], [0.1385, -2.3832, 3.5450], [-6.0640, 2.7276, 0.1473], [-1.5462, 6.5800, -3.3280], [-3.7256, -3.1883, 8.1437], [-1.8951, -6.2180, 4.4083], [-3.0476, -4.6818, 0.9257], [-3.2895, -5.8001, 5.3076], [-0.0402, -1.9329, 5.2067], [-4.1915, -5.5550, -0.1531], [-5.1955, 0.8079, -0.1471], [-0.3395, 1.5830, 2.5712], [-1.3919, 3.4917, -7.6643], [0.5008, -0.8234, 1.5673], [-1.4676, 0.1256, 5.9611], [-2.4312, -0.7189, 4.0523], [-4.0199, -1.9538, -4.8120], [2.8530, 7.0168, -0.6447], [1.0932, 4.0010, 6.4123], [-7.1090, 2.9405, -2.0582], [-0.0049, 2.2740, 5.2386], [-1.9875, 1.1040, 8.7895], [0.1885, 3.7489, 7.9575], [-5.2824, -0.3907, -1.8913], [2.7266, 3.7492, -0.8456], [4.1324, 2.1128, 3.5722], [-0.5088, 0.2341, 8.2672], [-5.2428, 1.5411, -6.1828], [3.5349, -2.1963, 1.4968], [-5.2916, 1.7625, -7.1977], [1.3566, -0.0324, -3.5753], [-5.5155, -1.2992, -4.3462], [-5.5051, -7.8319, -2.4908], [-3.5880, -3.2977, 4.6884], [2.9088, 5.6100, -2.3488], [2.0839, -2.1290, 7.0853], [-0.0521, -0.2314, -8.6392], [-1.8665, -3.8322, 3.5906], [6.9473, -3.1664, 0.3069], [1.8699, -0.3776, -4.4905], [2.1097, -4.0927, 7.9009], [-0.9013, 4.5294, 0.1255], [-3.8354, -2.3973, 3.5311], [1.8520, 3.9132, -3.3985], [-1.7327, 1.3181, -7.8656], [-3.8463, -1.4649, 0.1688], [-2.7356, -1.3370, 3.2380], [2.1513, 2.3739, -6.6410], [3.0639, 1.8299, 4.3264], [6.4325, 1.1484, -2.3282], [3.9853, -3.2353, 5.9167], [-0.5272, 1.9277, -4.1596], [3.9384, -1.4029, 2.1243], [3.6833, -0.1365, 4.6548], [-3.6190, -2.5778, 5.9387], [-4.7308, -1.9500, -4.0159], [-2.0554, 5.3116, 1.1641], [4.0571, -1.4477, -1.9971], [6.2401, 1.9647, -3.0360], [-0.0588, 2.5693, -8.1478], [4.9784, -5.0985, 1.6302], [-5.5474, -0.4510, -0.8167], [8.1833, -2.3133, 4.9236], [-3.0062, 5.0823, -4.9772], [-0.4188, -2.4094, 0.1862], [-0.2488, -1.9053, -0.7493], [4.3110, 1.2011, -6.7918], [2.0274, -4.9859, 2.6221], [-3.6569, -0.4027, -9.5918], [-3.6318, -3.5917, 7.1291], [-3.1540, 0.6005, 6.5122], [-3.6037, 1.1275, -1.6163], [-6.2484, 1.8639, -0.4512], [6.0723, 2.1846, -0.5730], [3.7181, 1.4310, 0.6129], [-3.8206, 1.1839, -0.5558], [2.9490, -3.2234, -1.9026], [-1.2933, 2.9186, -9.3280], [1.5174, -3.9581, 4.7527], [3.0718, 0.5783, 5.1077], [1.1851, -3.7574, 1.5672], [0.5587, 0.6096, -8.2983], [-3.4834, -5.7586, 3.5800], [6.2949, -5.5143, 0.5036], [-2.1581, -0.5764, 8.4140], [5.4722, -1.3297, 1.9224], [5.1126, 3.6155, 2.1956], [5.0834, 1.3909, 3.4284], [-2.8065, -7.6496, 0.0003], [-4.4652, -1.8930, 5.9354], [7.4933, -2.4592, 2.7803], [2.3016, 2.7841, -0.0310], [2.9043, -1.7209, 7.6785], [-1.8508, -1.6319, -9.5219], [2.7023, -2.4195, 5.8012], [-5.3732, 3.0158, -2.0599], [4.8787, 5.0272, 1.8666], [-2.8499, 1.4995, -7.8240], [8.0260, -3.3731, 2.8379], [-5.5332, -5.8101, -3.0456], [-1.7077, 7.4795, -0.1112], [0.6932, -1.9852, 4.3911], [5.2294, -1.6951, 6.7465], [6.1297, -2.6129, 2.2339], [4.8663, 5.5858, 2.8612], [-2.7202, -1.9138, 6.1674], [4.7005, -2.7298, 7.9571], [-4.0846, -2.9959, 2.6641], [-3.0479, 0.4869, -4.7095], [0.1393, -1.0673, -7.9882], [-4.6538, 5.2505, -4.7801], [-1.2657, -6.6962, 0.7446], [-0.6063, -4.6674, -0.0205], [4.5302, -3.2076, 4.9477], [-2.3477, 2.5804, -0.3243], [2.9596, 1.3152, -3.1307], [6.1007, -3.3885, 1.0253], [3.9253, 6.8945, -0.3824], [6.7350, -5.0792, 2.0959], [-3.6117, -0.1115, -10.6036], [1.3012, -1.3598, 6.9232], [0.9532, -2.9908, 8.6395], [-1.2226, -2.3654, -1.7923], [5.6245, -0.9876, 0.9067], [-4.1951, 2.2273, -5.6112], [-4.5557, -4.2038, 6.9719], [-2.4135, 6.1641, -2.6266], [-3.1510, 0.4519, -0.1543], [3.7360, -1.6505, 3.1711], [-1.1413, 2.6610, -8.2921], [1.7454, 2.1624, -4.6459], [3.4284, 1.4743, -1.1441], [1.7705, -0.6593, -2.8012], [-3.3719, 2.5077, -0.0206], [3.7880, 3.7333, -1.4324], [0.2769, -0.1806, -3.6507], [-4.4266, 3.8297, 5.2511], [-0.5731, 1.1253, 1.2244], [-0.6939, 6.7491, -1.2097], [-1.6286, -3.9628, 5.3396], [-5.2514, -3.3466, -3.8091], [-3.8344, 3.3158, -0.5448], [-2.5548, 2.2382, 4.4281], [-0.7004, 4.2691, -3.1732], [1.0475, -0.9795, 4.0768], [5.6955, 5.3578, 1.2548], [-2.4562, 2.6632, -4.5382], [-1.7848, 2.1371, 6.4060], [-0.3808, 3.0727, -1.8932], [-1.8265, -1.7751, 2.7987], [-5.7840, -3.4310, -2.8603], [0.4560, -0.6971, -10.0323], [7.2132, 0.6121, -2.8761], [-4.0548, -5.9225, 1.5616], [1.8978, 4.8043, -0.7357], [2.4536, -2.8802, 3.8598], [2.3076, 0.7158, -0.1294], [-5.0858, 0.4656, -5.9892], [-4.2721, -5.5274, -3.2812], [6.2845, -1.6015, -2.5607], [6.8888, 1.7096, -1.0408], [3.4990, 0.8794, 6.0181], [0.3509, -5.6935, 1.7493], [-2.1493, -6.2456, -0.9417], [3.1334, 3.7758, -4.5468], [2.0173, -4.9509, 0.7423], [5.0503, -2.7341, 6.9175], [-4.0516, 3.3184, 6.9034], [-0.3060, 2.3794, 6.2809], [-2.5646, 2.7665, 5.3733], [5.2063, 2.9023, 1.3604], [0.6577, -3.7370, 7.0653], [3.9110, -2.8467, -2.2831], [-3.6185, 2.5794, 1.0308], [-4.7352, 2.1195, 5.8095], [-0.4848, -5.6011, 0.7022], [7.4275, -1.8783, 4.2515], [-2.1178, -2.7453, -1.2769], [-1.4906, 6.5192, -0.5024], [4.5290, 1.2878, -5.1068], [1.8879, -2.9141, 4.7277], [-1.3870, -1.6012, -2.5287], [-1.3855, 2.2167, -3.5904], [-0.2168, -1.3956, -10.5658], [2.2165, 7.0643, 0.3024], [2.9965, 1.5064, -0.1634], [5.9467, 3.3299, 2.8360], [-2.5027, 5.9568, -1.3057]], "atomic_forces_ev_per_a": [[0.3, -1.6, -0.2], [2.1, -0.8, 2.0], [0.8, -0.1, 1.3], [0.5, 0.7, 0.6], [0.9, 0.5, 0.4], [0.5, -0.6, -0.2], [1.3, 0.3, -0.5], [-0.1, -0.2, -1.5], [-0.2, 0.4, 0.0], [-1.6, -2.0, -0.6], [-0.2, 0.6, -0.7], [0.4, -0.1, 0.0], [0.2, -0.3, -0.2], [1.0, 1.3, -0.4], [-0.6, 0.6, -0.3], [-1.0, 0.7, -1.0], [0.0, 1.4, -0.4], [-1.9, -0.2, -0.1], [0.1, 0.9, -0.4], [-0.2, 0.5, 0.0], [0.2, 0.7, -0.2], [0.3, 0.7, 1.4], [0.2, 0.3, 0.1], [0.2, 0.2, 1.2], [-0.4, 0.1, 0.5], [-0.3, -0.1, 0.5], [-0.9, 0.2, -0.7], [-0.6, 1.1, -0.2], [1.8, -0.9, 0.8], [-1.0, 1.4, -0.3], [0.5, -1.2, 0.1], [-2.3, 0.3, -0.6], [0.0, -0.9, -1.2], [0.2, 1.3, -1.5], [1.0, 0.1, 0.2], [0.3, 1.0, 0.3], [-0.1, -0.8, 0.5], [0.7, 0.5, -0.2], [-0.8, -0.7, 0.2], [-0.5, 0.1, 0.6], [0.4, 0.2, -0.8], [-0.6, 0.1, 0.6], [0.8, -0.1, -0.7], [-0.2, 2.2, -0.7], [-0.7, -0.4, 0.5], [-1.8, 0.1, -0.3], [0.4, -0.4, 0.6], [0.1, 0.7, -0.5], [-0.3, 0.2, -0.2], [-0.1, 0.9, 0.5], [-0.5, -0.1, -0.5], [-0.3, -0.2, 0.2], [0.1, 0.4, -0.3], [-0.2, -1.1, 1.1], [0.0, -1.9, -0.3], [-0.3, 0.7, -0.8], [-1.0, 0.0, 0.1], [0.6, -0.6, 0.1], [-2.7, 0.7, 0.5], [-0.2, -1.6, 0.6], [-0.4, 1.2, 0.6], [0.7, -0.1, -0.5], [0.3, -0.3, 0.2], [0.6, 0.6, 0.0], [0.5, 0.0, -0.3], [0.9, 0.6, -0.5], [1.5, -1.1, 0.2], [-0.6, -0.7, 0.5], [-0.2, -0.1, -2.8], [-0.6, -0.2, 0.3], [0.3, 0.2, 0.4], [0.8, -1.6, 0.1], [-0.1, 0.1, 0.2], [-0.6, 0.5, 0.2], [-0.8, 0.7, -0.3], [0.1, 1.4, 1.7], [-0.3, -0.7, -0.3], [-0.5, 0.8, -0.4], [0.7, -0.7, 0.3], [-0.3, -0.4, -0.3], [0.4, -0.2, 0.0], [0.8, 0.5, -0.1], [-0.5, 0.9, -0.7], [-0.7, 0.2, -0.9], [0.0, -0.1, 0.0], [0.3, -3.1, 0.7], [0.5, -0.6, -0.1], [0.1, -0.1, -0.1], [0.0, 0.5, 0.8], [1.1, 0.4, 0.4], [0.2, 0.4, -0.4], [0.0, 0.0, -0.5], [0.0, -0.2, -0.5], [-0.6, -0.4, 0.8], [0.2, 0.2, 0.0], [-0.2, 0.6, 0.3], [-0.8, 0.8, -0.8], [0.6, -1.0, -0.8], [-0.6, 0.4, 0.5], [1.1, -1.0, 1.9], [-0.4, -0.5, -0.2], [-0.1, 0.3, 0.8], [0.7, 0.0, -0.5], [-0.5, -1.8, 1.3], [-0.9, 0.2, 0.5], [-0.4, -0.2, -0.7], [0.1, 0.3, -0.4], [0.1, 0.0, -0.1], [-0.1, -0.2, -0.4], [0.2, -0.2, 0.4], [0.9, 0.5, 1.1], [-1.1, -1.9, 1.0], [-1.7, -0.1, -0.4], [-1.4, -2.0, 2.3], [-0.3, 0.2, -0.1], [-0.1, 0.3, -1.8], [1.4, 0.2, -0.7], [-0.7, 0.4, -0.1], [0.4, -0.9, -0.5], [0.2, 1.2, -0.6], [-0.4, 0.4, 0.0], [-0.3, 0.8, -1.2], [0.9, 1.2, -2.2], [0.0, 0.1, 0.3], [-0.5, 0.1, 0.6], [-0.6, -0.4, 0.2], [-0.1, 0.1, 0.2], [0.1, -0.4, -0.6], [0.8, 0.4, 0.6], [-0.2, -0.5, -0.5], [-1.8, 1.6, 1.9], [-0.7, 0.1, -0.3], [0.0, -0.8, -2.1], [-0.2, 0.2, 0.1], [-0.3, -0.2, -0.1], [0.2, -0.3, -1.4], [0.5, 0.3, 0.1], [0.4, -0.1, -0.4], [1.5, -0.9, 1.1], [0.8, -1.1, -0.8], [1.4, 0.2, 1.8], [-0.1, -0.1, 0.0], [0.8, 0.2, 0.0], [0.8, -0.6, 0.2], [-0.9, -0.1, 0.3], [0.1, 0.2, -0.3], [1.3, -0.1, 0.1], [-0.2, 0.5, -0.6], [-0.2, 0.1, -0.4], [1.0, -0.1, 0.0], [0.7, -0.7, -0.1], [-1.4, 1.7, 1.3], [-0.2, -0.1, -0.3], [-0.1, 0.4, -0.9], [0.4, -1.3, 1.9], [-2.2, 0.1, -0.8], [0.8, -0.4, 0.2], [-0.5, 0.1, -0.8], [2.1, -1.0, -1.3], [-0.9, 0.9, 0.6], [0.7, -0.1, 0.6], [-0.8, -0.1, 0.8], [0.0, 0.8, -0.5], [-0.4, -0.1, -0.4], [0.1, 0.0, 0.7], [-0.4, 2.0, -1.1], [-0.7, 1.2, 0.5], [0.3, -0.3, 0.0], [0.9, 0.2, 0.6], [0.1, -0.1, -0.5], [0.2, -0.5, 0.0], [-0.9, -0.3, 0.1], [-0.2, -1.6, 0.2], [0.7, -0.5, 0.2], [-0.1, 0.8, -0.4], [-0.3, -0.2, 0.2], [-1.5, 1.0, 1.6], [-0.5, -0.5, -0.3], [-0.5, 0.1, 0.3], [0.5, -0.2, -0.5], [2.3, -0.8, 0.3], [-0.1, -0.3, -0.2], [0.0, 1.2, 1.4], [1.1, -0.6, -0.2], [0.2, -1.2, -0.4], [-1.0, 0.3, 0.2], [-1.1, 0.8, 0.6], [0.2, 0.0, 0.3], [0.6, 0.8, -0.4], [0.2, 0.6, 0.1], [0.1, -0.4, -1.4], [-0.6, -0.5, -0.8], [-0.3, -0.3, -0.1], [0.5, -0.3, -0.4], [-0.8, 0.7, -0.3], [-0.6, -0.4, 1.0], [-0.2, 0.6, 0.2], [1.4, 0.4, 0.9], [0.2, 0.7, -1.1], [-0.9, -0.3, 0.2], [0.9, 0.2, 0.8], [1.2, -0.2, 0.2], [0.0, -0.2, -1.2], [-0.8, -0.5, -0.2], [0.7, -0.5, 1.3], [0.4, 0.1, -1.3], [0.6, 0.1, 0.1], [-0.5, 0.1, 0.8], [0.3, -1.7, 0.1], [0.4, -0.4, -0.9], [-0.3, 2.0, -0.4], [0.7, 0.1, 0.2], [-2.8, -0.6, -0.2], [0.3, -0.7, 0.4], [0.1, -0.2, -0.2], [1.5, -0.7, 0.4], [0.6, 1.0, 0.4], [0.6, 0.0, -0.1], [-0.1, -0.2, 0.5], [-0.4, -0.2, -0.5], [-0.6, 0.1, -0.3], [0.2, 0.4, -0.1], [-0.2, -0.1, 0.0], [-0.4, -0.6, -0.5], [0.6, -0.3, 0.3], [-0.6, 0.0, -0.4], [0.1, 0.6, 0.9], [-0.6, 0.7, -0.2], [-0.1, -0.3, -0.4], [-0.1, -0.8, 0.2], [-0.4, -0.7, 0.4], [0.2, 0.6, -0.4], [1.0, -0.5, 1.0], [1.7, -0.4, 0.9], [-0.4, 0.1, 0.0], [-0.1, -0.2, 0.4], [-0.2, 0.0, -0.1], [-0.2, -0.3, 0.2], [-0.2, -0.6, 0.5], [0.6, -0.8, -0.5], [-0.1, -0.6, -0.8], [1.4, -0.1, -1.6], [-1.3, -0.9, 0.5], [-0.2, 0.3, -0.4], [0.7, 1.6, -0.4], [0.2, -0.8, 0.1], [2.1, -0.6, 0.9], [0.3, -0.1, 1.6], [0.6, 0.5, -0.7], [-0.6, 0.2, -1.1], [-0.1, 0.3, -0.3], [0.3, -0.4, 0.7], [-0.7, 0.1, 1.2], [0.4, 0.3, 0.2], [-1.7, 0.6, 0.0], [-1.3, -0.9, 1.4], [-0.3, 0.5, -0.1], [-0.4, 0.2, -0.2], [0.3, -1.0, 0.6], [0.5, 0.1, 0.4], [1.5, 1.5, -0.2], [-0.7, -1.4, 2.2], [-0.2, -0.6, -1.2], [-0.1, 0.5, -0.5], [2.2, -1.2, -0.4], [-0.1, -0.4, 0.8], [-2.1, 0.5, 0.4], [-0.4, 0.3, -0.4], [-1.0, 1.4, -0.3], [0.2, 0.3, 0.6], [0.9, 0.2, -1.2], [0.0, 1.6, -0.8], [0.5, 0.8, -0.2], [-0.4, 0.6, -0.3]], "mulliken_charge": [-0.18, -0.12, -0.28, 0.56, -1.49, -0.62, -0.13, -0.20, 1.02, -1.57, -1.37, -0.05, 0.37, 0.62, 0.01, -0.49, 0.80, 1.32, 1.55, 0.38, -0.59, 0.95, 0.31, 0.28, 0.24, -0.28, 0.32, -0.37, 0.36, 0.39, -0.10, -1.37, 0.60, -0.59, -0.77, 0.77, 0.18, -0.01, 0.45, -0.11, 1.73, 0.60, -0.30, 0.61, 0.25, -0.43, 0.13, 0.26, -0.13, -0.02, 0.37, 0.32, 0.08, -0.20, 0.45, 0.19, 0.47, -0.32, -0.28, 0.27, 0.45, 0.25, -0.42, -0.16, 0.44, 0.41, 0.29, 0.45, -0.19, 0.58, 0.61, -1.38, -0.76, 0.05, 0.07, -1.33, -1.45, -0.24, 0.55, 0.35, 0.23, 0.34, 0.01, 0.38, -1.37, -0.21, -1.74, -0.79, 0.38, -0.63, 0.45, 0.37, -0.21, 0.51, 0.13, -0.33, 0.03, -0.87, 0.37, 0.12, -0.70, -0.76, 0.45, -1.51, 0.35, 0.52, -0.58, 0.44, 0.32, -0.55, 0.37, 0.92, 0.11, -0.93, 0.45, 0.43, -0.21, 0.43, 0.31, 0.31, 0.37, -0.08, 0.19, -0.69, 0.31, 0.75, 0.30, -0.38, -1.65, -0.97, 0.66, -0.50, 2.41, 0.23, -0.30, -0.66, 0.18, -0.12, 1.64, 0.00, 0.20, -0.46, 0.40, 0.43, 0.24, 0.09, 0.11, 0.15, 0.43, -0.01, 0.19, 0.59, 0.49, 0.24, -0.97, -1.42, 0.31, -0.38, -0.93, -0.20, -0.44, 1.76, 0.09, 0.37, 0.25, 0.36, -0.19, -0.21, 0.08, 0.45, 0.39, -2.12, 0.22, -0.64, 0.28, 0.55, -0.90, 0.36, 0.66, 0.47, 1.29, -0.16, -1.15, -0.55, 0.57, -0.32, 0.49, 2.15, 0.39, 0.94, 0.29, -0.33, 0.39, -0.08, -0.42, 0.28, 0.27, -0.46, -0.55, -0.28, -0.27, 0.81, 0.45, 0.25, 0.36, 0.38, -0.44, 0.50, -1.12, -0.30, -0.19, 0.34, 0.80, -0.59, -1.23, -1.34, 1.06, -0.64, -0.81, -1.52, -0.49, -0.37, 0.45, -0.08, 0.00, -0.67, -0.44, 0.62, -0.30, -0.26, -1.30, 0.48, 0.20, 0.46, -0.93, -0.52, 0.30, -1.36, 0.53, 0.31, 0.16, -0.28, -0.13, 0.31, 0.66, -0.59, -0.63, 0.62, -0.37, 0.36, 0.52, 0.46, -1.65, 0.37, 0.64, 0.19, -0.41, 0.06, -0.80, 0.40, 0.24, 0.68, -0.71, -0.07, -0.37, 0.09, -1.00, 0.19, -0.19, 0.30, 0.15, 0.65, 0.73, -0.26]}